[1]
14
Properties=species:S:1:pos:R:3:forces:R:3:lowdin_charge:R:1 method="wB97M-V/def2-TZVPD" e_lumo_ha="-0.6331 / -0.6331" homo_ev="-22.3 / -22.3" total_charge=+3
H 2.2125 0.5617 -0.4215 -0.216 -0.083 0.013 0.1508
O 0.0280 0.1833 -0.4256 1.013 -1.220 -0.381 0.1102
O -1.4460 -1.2959 0.2329 0.571 0.081 1.519 0.1346
C -2.5070 -0.1646 0.0107 4.233 -0.696 -0.974 -0.2178
H -1.6584 1.5627 -1.0353 -0.064 -0.303 -0.806 0.1590
C -1.9364 0.5048 -1.0006 0.259 1.455 1.391 0.4456
C 3.1882 -0.1170 0.1359 0.830 1.782 -1.300 0.0122
H 3.6953 1.9015 -0.8887 0.077 0.140 -0.321 0.1776
In 2.3359 -1.6459 1.2126 5.081 -1.380 0.481 1.7487
C 3.4420 0.9355 -0.4671 0.390 -0.935 0.966 0.2897
O 0.5796 -1.2872 1.1959 -3.038 -1.286 1.495 0.0027
O -3.4901 0.0418 0.7735 -0.121 -1.037 -0.580 0.3103
C -0.1083 -0.8658 0.2378 -8.371 3.651 -1.836 -0.5452
H -4.3353 -0.3150 0.4394 -0.642 -0.169 0.334 0.2215

[2]
10
Properties=species:S:1:pos:R:3:forces:R:3:lowdin_charge:R:1 method="wB97M-V/def2-TZVPD" e_lumo_ha=-0.2737 e_above_lowest_kj_mol=510.5 smiles="C#CC[N+]1=C=C1" homo_ev=-15.3 total_charge=+1
H 1.2044 -0.3459 -1.4280 -0.646 0.354 0.428 0.1615
C -0.5163 1.5897 0.2105 6.230 -0.684 1.038 0.1623
C -0.2205 -1.0929 0.1643 -1.788 -2.809 -0.918 -0.0995
N 0.6568 0.9375 0.1537 -0.727 5.091 -2.905 -0.0214
H -1.2055 1.0728 0.7509 -3.688 -0.790 0.662 0.1030
H 2.0192 -0.9417 -0.0047 -1.294 1.613 0.357 0.1768
C 1.0604 -0.3907 -0.3304 -1.107 -3.005 1.888 -0.0575
C 0.7128 2.3919 -0.0524 -0.514 -2.224 0.202 0.3447
H -2.3953 -1.5504 0.1788 0.704 -1.015 0.683 0.0786
C -1.3161 -1.6702 0.3573 2.831 3.469 -1.434 0.1515

[3]
11
Properties=species:S:1:pos:R:3:forces:R:3:lowdin_charge:R:1 method="wB97M-V/def2-TZVPD" e_lumo_ha=-0.0020 e_above_lowest_kj_mol=436.5 homo_ev=-9.3 total_charge=0
N -0.3311 -0.6157 -1.6936 -0.236 -0.150 0.187 0.0443
H -1.3782 1.1312 -1.1552 0.288 -0.130 -0.153 0.1215
C -0.1370 1.2975 1.2962 0.134 0.281 0.259 -0.2664
H 0.7953 -2.2550 -1.3629 0.025 -0.056 0.077 0.1499
C -0.1904 0.1286 0.4424 -0.030 -0.258 -0.313 -0.2601
H 1.0846 -1.6104 1.0864 0.028 0.169 -0.147 0.1265
C 0.5246 -1.0421 0.3577 -0.042 -0.045 -0.097 -0.0330
H -0.0074 2.0303 0.4708 0.007 1.311 1.080 0.1140
C -0.7100 0.3277 -0.8606 -0.161 -0.219 -0.174 -0.1385
C -0.0605 2.0412 2.3525 -0.051 -0.546 -0.744 0.1739
N 0.4101 -1.4330 -0.9336 0.039 -0.358 0.025 -0.0322

[4]
11
Properties=species:S:1:pos:R:3:forces:R:3:lowdin_charge:R:1 method="wB97M-V/def2-TZVPD" e_lumo_ha="-0.0337 / -0.0337" e_above_lowest_kj_mol=634.2 homo_ev="-8.9 / -8.9" total_charge=0
H 0.9104 -0.0648 -0.8303 -0.035 -0.024 -0.295 0.2534
N -0.4744 1.1071 0.3857 0.072 0.119 0.021 0.0513
N -1.6924 0.6692 0.0907 0.204 -0.227 -0.009 0.0731
C 0.5062 0.1417 0.2914 -0.235 0.045 -0.007 -0.4004
C -1.5566 -0.6099 -0.2211 -0.080 0.022 0.015 -0.1200
H -0.3222 2.0733 0.6386 0.001 -0.128 -0.054 0.1747
C 1.9077 0.3654 0.3927 0.862 0.129 0.081 -0.2781
H 0.2302 -1.9999 -0.2596 -0.075 0.152 0.001 0.1343
C 3.1267 0.5389 0.1282 -0.874 -0.125 0.161 -0.0232
H -2.4178 -1.1910 -0.5205 0.124 0.078 0.076 0.1123
C -0.2178 -1.0299 -0.0957 0.036 -0.039 0.009 0.0225

[5]
11
Properties=species:S:1:pos:R:3:forces:R:3:lowdin_charge:R:1 method="wB97M-V/def2-TZVPD" e_lumo_ha=-0.0243 e_above_lowest_kj_mol=551.8 smiles="C[C@@H]1C2=C(C#N)N21" homo_ev=-9.4 total_charge=0
C -0.2663 -0.7256 -1.2671 1.153 -1.509 -2.700 -0.3131
H -0.2340 1.6256 2.0103 0.100 1.751 1.004 0.0556
H -1.5051 0.2141 0.4911 1.296 0.925 0.619 0.1564
C -0.1050 -1.2950 -2.6396 -0.748 1.355 2.979 -0.1162
C 0.4345 0.8963 1.6580 -3.962 -3.552 2.247 -0.0413
N 0.1680 0.4542 -0.8328 -0.419 1.558 0.356 0.1363
H 1.2782 1.1672 1.2061 3.656 1.672 -1.139 0.0289
H 0.6204 0.1266 2.5440 -0.403 1.474 -2.161 0.1400
C 0.0459 -1.0933 0.0103 -0.321 -1.055 0.502 0.1323
N -0.0509 -1.6962 -3.7031 0.124 -0.469 -1.066 0.1603
C -0.3859 0.3261 0.5229 -0.475 -2.149 -0.641 -0.3391

[6]
11
Properties=species:S:1:pos:R:3:forces:R:3:lowdin_charge:R:1 method="wB97M-V/def2-TZVPD" e_lumo_ha="-0.0472 / -0.0462" e_above_lowest_kj_mol=492.0 homo_ev="-8.7 / -8.9" total_charge=0
H -0.4914 -0.5650 1.3834 0.334 1.170 -1.102 0.1654
H 0.5054 2.3711 0.7854 0.350 -1.593 -0.545 0.1314
C -1.7288 0.2752 0.0184 -0.685 -0.286 -0.391 -0.2647
C 1.7742 -0.3741 -0.5573 1.128 -0.750 -0.479 -0.0046
C -0.4240 -0.0363 0.3685 3.854 1.554 2.214 -0.2353
H -0.1681 -1.2676 -1.3808 0.269 0.371 -1.293 0.1187
H 0.4506 -1.9073 -0.0143 0.655 -0.270 0.047 0.1090
N 1.7731 0.9337 -0.1847 0.776 0.611 -0.758 -0.0038
N -2.8320 0.1982 -0.2458 -1.758 0.514 -0.496 0.1693
C 0.4228 -0.9569 -0.5438 -1.522 0.019 1.615 -0.1917
C 0.7183 1.3290 0.3710 -3.401 -1.341 1.188 0.0064

[7]
11
Properties=species:S:1:pos:R:3:forces:R:3:lowdin_charge:R:1 method="wB97M-V/def2-TZVPD" e_lumo_ha=-0.0079 e_above_lowest_kj_mol=311.3 smiles="C#CC1=CN=NC1" homo_ev=-9.5 total_charge=0
H 3.5444 -1.1361 -0.1106 -0.117 0.036 -0.004 0.0323
H -0.9494 -1.0909 1.5019 0.115 0.136 -0.259 0.1314
H -0.0278 2.0511 -1.1760 -0.001 -0.012 0.180 0.1115
C -1.0420 -0.5835 0.5371 0.095 -0.294 -0.285 -0.1669
N -1.8068 1.3870 -0.1305 -0.118 -0.381 0.119 0.0100
H -1.1713 -1.3277 -0.2846 -0.616 -0.033 0.701 0.1585
C -0.4570 1.2840 -0.5479 0.316 0.011 0.107 -0.0639
N -2.1495 0.3598 0.5113 0.046 0.045 -0.499 0.0013
C 1.4198 -0.3355 -0.1249 0.557 -0.127 -0.125 -0.0910
C 2.5446 -0.7652 -0.1130 -0.362 0.133 -0.039 0.1401
C 0.0950 0.1570 -0.0628 0.085 0.486 0.104 -0.2633

[8]
11
Properties=species:S:1:pos:R:3:forces:R:3:lowdin_charge:R:1 method="wB97M-V/def2-TZVPD" e_lumo_ha=0.0260 e_above_lowest_kj_mol=404.2 smiles=C#C[C@H]1N[C@H]1C#N homo_ev=-9.6 total_charge=0
H -0.0099 -0.7591 -1.5401 0.658 -0.926 -0.148 0.1385
H 0.0389 -1.1972 1.4156 0.079 0.072 0.097 0.1170
N -0.3896 -1.4148 0.5257 -0.397 -0.189 0.330 0.0838
N -1.5322 2.0895 -0.0136 -0.180 -0.858 0.675 0.1549
H 3.2838 1.1943 0.3595 -0.474 -0.161 -0.096 0.0391
C -1.3817 -0.4558 0.0702 0.825 -0.069 -0.968 -0.2218
C 2.3260 0.7606 0.1271 -0.820 -0.158 -0.147 0.1355
C 0.0844 -0.5374 -0.4916 0.366 -0.046 -0.336 -0.2789
H -2.1676 -0.9391 -0.5280 0.404 0.474 0.247 0.1490
C -1.4870 0.9521 0.2103 -0.631 1.823 0.463 -0.2376
C 1.2348 0.3068 -0.1350 0.171 0.038 -0.117 -0.0795